Entry A
The following is a DFT calculation (wB97M-V/def2-TZVPD) of a structure of composition C6H16O2.

ORCA input file:
```
! RIJCOSX wB97M-V def2-TZVPD def2/J DEFGRID3
* xyz 0 1
H -2.495 0.087 -0.723
H 2.029 -2.201 -2.027
C -1.436 0.027 -0.945
C -0.969 1.626 0.104
H -1.439 -2.111 -0.507
C -0.894 -1.192 -0.246
H 2.245 0.906 1.429
H -1.018 -0.873 0.817
H 0.980 -2.091 0.229
H -2.124 2.717 1.437
H -1.070 0.595 -1.794
O 3.078 1.368 1.197
H 1.054 -0.402 -0.349
H -2.904 1.202 0.888
H 0.875 0.476 2.964
C 0.989 -1.863 -1.892
H 0.340 -2.692 -2.242
H 0.929 -1.057 -2.642
C -1.965 1.729 0.994
O 0.627 0.257 2.065
H 2.914 1.553 0.260
C 0.614 -1.382 -0.497
H -0.329 2.490 -0.114
H -0.032 0.833 1.594
*
```

Calculated values
Molar mass in g mol⁻¹: 120.19
HOMO-LUMO gap in eV: 10.691
E_LUMO in Eh: 0.0300
HOMO in Ha: -0.363

=====

Entry B
The following is a DFT calculation (wB97M-V/def2-TZVPD) of a cluster of 2 separate species, C6H16O2 in total.

ORCA input file:
```
! RIJCOSX wB97M-V def2-TZVPD def2/J DEFGRID3
* xyz 0 1
C -4.898 0.357 -0.897
H -4.185 -0.437 -0.618
H 0.563 5.214 0.671
O -3.166 1.952 -0.961
C -4.305 1.663 1.175
H -5.892 0.096 -0.495
C -0.080 3.283 1.365
C -0.050 4.365 0.305
C -4.432 1.687 -0.341
H -3.937 2.631 1.553
H -0.073 3.014 -1.378
H -5.154 2.476 -0.634
C 0.526 3.864 -1.011
H -2.824 2.796 -0.597
H -1.423 5.480 -0.559
H -4.964 0.400 -1.997
H -0.517 3.670 2.301
H 0.939 2.919 1.577
H 1.567 3.528 -0.873
H -3.594 0.875 1.476
H 0.511 4.660 -1.774
H -5.282 1.452 1.641
H -0.691 2.433 1.017
O -1.408 4.798 0.144
*
```

Calculated values
SMILES string: CC(C)O.CC(C)O
Molar mass in g mol⁻¹: 120.19
HOMO-LUMO gap in eV: 10.834
E_LUMO in Eh: 0.0305
HOMO in Ha: -0.368

=====

Preferred: entry B; penalty for the next structure: 3.373 eV.

=====

Entry A
The following is a DFT calculation (wB97M-V/def2-TZVPD) of a structure of composition C5H7FS2.

ORCA input file:
```
! RIJCOSX wB97M-V def2-TZVPD def2/J DEFGRID3
* xyz 0 1
S 1.638 0.278 -1.800
H -1.369 -1.509 -0.483
H 1.809 -0.981 1.806
H -1.691 -0.261 -2.091
H -2.167 0.815 1.028
C -0.100 0.692 0.432
H 0.205 0.494 1.537
H 3.064 0.637 0.829
C 1.115 0.001 -0.287
H 2.842 -1.222 0.259
F -3.430 -0.685 -0.696
C 2.264 -0.457 0.783
C -1.448 0.540 0.093
S -0.779 2.196 -0.486
C -1.953 -0.537 -0.922
*
```

Calculated values
Molar mass in g mol⁻¹: 150.24
HOMO-LUMO gap in eV: 7.689
E_LUMO in Eh: -0.0372
HOMO in Ha: -0.320

=====

Entry B
The following is a DFT calculation (wB97M-V/def2-TZVPD) of a cluster of 2 separate species, C5H7FS2 in total.

ORCA input file:
```
! RIJCOSX wB97M-V def2-TZVPD def2/J DEFGRID3
* xyz 0 1
H 1.296 0.824 2.307
C 2.111 0.629 0.158
H 3.914 -0.796 0.299
H -2.772 -0.983 -1.824
F -2.301 1.506 0.430
H -2.082 1.480 -1.570
H 1.909 1.458 -0.574
S 0.385 -1.975 -0.139
H -0.640 -1.858 0.838
C 1.126 -0.475 0.360
C -2.739 -0.487 -0.889
C -2.358 0.808 -0.740
H -3.006 -1.019 0.077
S 3.819 0.497 -0.077
C 1.338 0.390 1.343
*
```

Calculated values
SMILES string: SC1=C[C@H]1S.C=CF
Molar mass in g mol⁻¹: 150.24
HOMO-LUMO gap in eV: 9.241
E_LUMO in Eh: 0.0201
HOMO in Ha: -0.319

=====

Preferred: entry B; penalty for the next structure: 0.437 eV.

=====

Entry A
The following is a DFT calculation (wB97M-V/def2-TZVPD) of the molecule C5H4BrI.

ORCA input file:
```
! RIJCOSX wB97M-V def2-TZVPD def2/J DEFGRID3
* xyz 0 1
H 1.603 1.220 0.220
H 1.793 -1.050 0.503
C -0.307 1.369 -0.706
I -3.426 -0.968 0.024
C 0.848 -0.654 0.175
C -1.484 -0.519 0.223
H -0.227 -2.241 0.752
C 0.962 0.733 -0.409
H 1.563 0.599 -1.333
Br -0.943 2.782 0.177
C -0.383 -1.272 0.373
*
```

Calculated values
Molar mass in g mol⁻¹: 270.89
HOMO-LUMO gap (alpha / beta) in eV: 7.446 / 6.367
E_LUMO (alpha / beta) in Eh: -0.0176 / -0.0380
HOMO (alpha / beta) in Ha: -0.291 / -0.272

=====

Entry B
The following is a DFT calculation (wB97M-V/def2-TZVPD) of a structure of composition C5H4BrI.

ORCA input file:
```
! RIJCOSX wB97M-V def2-TZVPD def2/J DEFGRID3
* xyz 0 1
H 0.375 2.268 -0.461
C 0.406 -1.216 0.294
H -1.832 1.336 0.408
C 0.253 1.283 -0.194
C -0.951 0.684 0.034
C 1.305 0.500 -0.217
H -1.347 -1.283 -0.852
H -1.744 -0.973 0.930
I 3.265 0.998 0.007
Br 1.213 -2.836 -0.061
C -0.944 -0.761 0.112
*
```

Calculated values
Molar mass in g mol⁻¹: 270.89
HOMO-LUMO gap (alpha / beta) in eV: 7.585 / 7.374
E_LUMO (alpha / beta) in Eh: -0.0172 / -0.0073
HOMO (alpha / beta) in Ha: -0.296 / -0.278

=====

Preferred: entry B; penalty for the next structure: 1.487 eV.